1.
Entry from the OMol25 dataset: C4H7NO2 in the gas phase (wB97M-V/def2-TZVPD).

```
! RIJCOSX wB97M-V def2-TZVPD def2/J DEFGRID3
* xyz 0 1
N 1.681 0.669 0.910
C 0.731 -0.337 1.007
O -0.548 0.167 0.836
C 0.928 -1.627 1.283
C -1.013 0.011 -0.456
C -1.841 1.072 -1.003
O -0.482 0.885 -1.421
H 1.450 1.354 0.199
H 2.632 0.335 0.834
H 0.081 -2.284 1.435
H 1.927 -2.033 1.397
H -1.101 -1.029 -0.774
H -2.014 1.954 -0.390
H -2.594 0.852 -1.758
*
```

Output
Energy above the lowest of the compared OMol25 structures with the same formula, charge and spin ... 2.700 eV
SMILES string ... C=C(N)O[C@H]1CO1
Kohn-Sham gap ... 9.580 eV
HOMO energy ... -0.3127 hartree
LUMO ... 1.07 eV

2.
Entry from the OMol25 dataset: a molecular structure, C2H5N5O (wB97M-V/def2-TZVPD).

```
! RIJCOSX wB97M-V def2-TZVPD def2/J DEFGRID3
* xyz 0 1
C -1.077 -0.276 0.004
C 1.066 -0.378 0.047
H -2.796 0.325 -0.965
H -3.184 -0.349 0.744
H 3.003 -0.516 -0.409
H 2.689 0.656 1.179
H -0.250 2.240 0.676
N -2.379 0.258 0.107
N -0.674 -1.487 -0.042
N 0.688 -1.558 -0.010
N 2.353 0.282 -0.041
N 0.041 0.574 -0.066
O 0.050 1.886 -0.146
*
```

Output
Energy above the lowest of the compared OMol25 structures with the same formula, charge and spin ... 4.250 eV
Kohn-Sham gap ... 9.627 eV
HOMO energy ... -0.3398 hartree
LUMO ... 0.38 eV

Strongest force on any atom / eV Å⁻¹: 0.280, 7.601